(1)
Below is a cluster of 9 separate species, C36H54O27 in total, with properties calculated with ωB97M-V/def2-TZVPD.

## Properties
HOMO-LUMO gap	0.3736	hartree
HOMO level	-10.390	eV
SMILES	C[C@H]1COC(=O)O1.C[C@H]1COC(=O)O1.C[C@H]1COC(=O)O1.C[C@H]1COC(=O)O1.C[C@H]1COC(=O)O1.C[C@H]1COC(=O)O1.C[C@H]1COC(=O)O1.C[C@H]1COC(=O)O1.C[C@H]1COC(=O)O1

```
! wB97M-V def2-TZVPD RIJCOSX def2/J DEFGRID3
* xyz 0 1
C -26.0393 -36.6370 -1.2119
C -25.7774 -37.8234 -0.2832
C -25.1190 -39.0933 -0.8992
O -24.0185 -39.3210 -0.0209
C -23.7908 -38.2945 0.7797
O -22.7865 -38.1429 1.4102
O -24.7480 -37.3607 0.6122
H -25.0974 -36.2552 -1.6011
H -26.6344 -35.8745 -0.7207
H -26.5815 -37.0066 -2.0880
H -26.6056 -38.1355 0.3563
H -24.7934 -38.9072 -1.9211
H -25.7783 -39.9456 -0.7604
C -16.3383 -37.0619 3.0387
C -15.0655 -37.7585 2.5934
C -14.5284 -37.2092 1.2346
O -13.1501 -36.9430 1.4724
C -12.8566 -37.2205 2.7676
O -11.7597 -37.2070 3.2293
O -13.9674 -37.4524 3.4524
H -16.2944 -36.0065 3.3048
H -16.6097 -37.5499 3.9820
H -17.1481 -37.2330 2.3303
H -15.1597 -38.8381 2.4979
H -15.0840 -36.3303 0.9168
H -14.5898 -38.0190 0.5076
C -21.0868 -41.2374 -1.8383
C -20.9126 -40.0554 -2.7780
C -22.2469 -39.6039 -3.4194
O -22.3394 -38.2508 -3.0717
C -21.3370 -37.8770 -2.2475
O -21.1764 -36.7646 -1.8518
O -20.5222 -38.9055 -2.0083
H -21.6769 -40.9216 -0.9822
H -20.1127 -41.6766 -1.5997
H -21.4849 -42.1181 -2.3529
H -20.1388 -40.2029 -3.5328
H -23.0162 -40.2373 -2.9685
H -22.2228 -39.8101 -4.4890
C -17.2015 -37.9706 -2.5767
C -16.6270 -39.2782 -3.0750
C -17.2075 -40.4965 -2.3566
O -17.4095 -41.4208 -3.4101
C -17.3062 -40.8373 -4.5944
O -17.3797 -41.3766 -5.6539
O -17.0554 -39.5036 -4.4293
H -16.9557 -37.9274 -1.5141
H -18.2755 -37.8575 -2.7184
H -16.7338 -37.1376 -3.1031
H -15.5401 -39.2851 -2.9827
H -18.0773 -40.2759 -1.7339
H -16.4869 -40.8831 -1.6366
C -21.9214 -34.0304 -2.9083
C -21.8806 -32.5061 -3.1277
C -21.8412 -32.1228 -4.6086
O -22.9624 -31.2714 -4.7730
C -23.6901 -31.2106 -3.6562
O -24.7167 -30.6219 -3.5634
O -23.1443 -31.9884 -2.6914
H -22.3031 -34.6268 -3.7358
H -22.5268 -34.2970 -2.0417
H -20.9215 -34.3921 -2.6646
H -21.0556 -32.0633 -2.5725
H -21.8932 -32.9758 -5.2835
H -20.9524 -31.5289 -4.8299
C -13.7945 -32.0100 0.5967
C -13.2416 -30.7412 1.2309
C -11.7076 -30.6090 1.3670
O -11.4327 -29.4072 0.6362
C -12.5499 -28.8503 0.1626
O -12.5954 -27.7945 -0.3970
O -13.5950 -29.6430 0.3956
H -13.9075 -32.7957 1.3423
H -13.1578 -32.4126 -0.1996
H -14.7276 -31.8564 0.0571
H -13.7736 -30.6111 2.1759
H -11.1532 -31.4739 1.0126
H -11.4344 -30.3196 2.3825
C -19.6571 -38.8995 3.7027
C -19.2602 -40.1819 2.9824
C -19.9676 -40.4005 1.6417
O -18.9511 -40.1761 0.6766
C -17.7500 -40.0990 1.2875
O -16.7179 -39.9931 0.7029
O -17.8815 -40.2042 2.6127
H -19.2749 -38.0086 3.1995
H -19.2095 -38.8994 4.6964
H -20.7378 -38.7726 3.7432
H -19.4506 -41.0467 3.6166
H -20.7559 -39.6664 1.4512
H -20.4927 -41.3580 1.6075
C -20.8223 -35.1110 0.7863
C -19.3945 -35.5320 1.0603
C -18.6061 -36.1230 -0.1106
O -17.3129 -35.5763 0.0496
C -17.3663 -34.4882 0.8282
O -16.4443 -33.7816 1.0858
O -18.6010 -34.3727 1.3875
H -21.2128 -34.5715 1.6488
H -21.4859 -35.9655 0.6373
H -20.9887 -34.5355 -0.1245
H -19.3812 -36.2089 1.9186
H -19.1398 -35.8662 -1.0262
H -18.5008 -37.2009 0.0099
C -19.0012 -31.4976 3.1478
C -17.8261 -30.8343 3.8220
C -16.4807 -31.0400 3.1198
O -16.0701 -29.7111 2.8545
C -16.9835 -28.8012 3.2702
O -16.8444 -27.6363 3.1482
O -18.0384 -29.4252 3.8500
H -19.9579 -31.1581 3.5490
H -18.8967 -32.5723 3.3118
H -19.1314 -31.3377 2.0739
H -17.7764 -31.2920 4.8145
H -16.7132 -31.5496 2.1832
H -15.7624 -31.6167 3.6976
*
```


(2)
Below is a cluster of 9 separate species, C36H54O27 in total, with properties calculated with ωB97M-V/def2-TZVPD.

## Properties
HOMO-LUMO gap	0.3946	hartree
HOMO level	-10.439	eV
SMILES	C[C@H]1COC(=O)O1.C[C@H]1COC(=O)O1.C[C@H]1COC(=O)O1.C[C@H]1COC(=O)O1.C[C@H]1COC(=O)O1.C[C@H]1COC(=O)O1.C[C@H]1COC(=O)O1.C[C@H]1COC(=O)O1.C[C@H]1COC(=O)O1

```
! wB97M-V def2-TZVPD RIJCOSX def2/J DEFGRID3
* xyz 0 1
C -6.4697 7.1305 4.5833
C -6.1542 5.8026 5.2570
C -6.9536 5.4919 6.5714
O -7.6921 4.4716 6.2868
C -7.5940 4.0618 5.0211
O -8.3148 3.1734 4.5977
O -6.6868 4.8327 4.4053
H -7.5003 7.4662 4.6990
H -6.1075 7.3106 3.5712
H -5.9045 7.8641 5.1581
H -5.1082 5.6027 5.4892
H -7.5306 6.3369 6.9469
H -6.1611 5.2675 7.2853
C 7.6457 -1.7847 -5.1697
C 8.2006 -0.6622 -4.3301
C 7.6993 0.6720 -4.8683
O 7.0059 1.1903 -3.6773
C 7.1799 0.4083 -2.5685
O 6.7022 0.6584 -1.4190
O 7.6593 -0.7834 -2.9930
H 7.5059 -2.7233 -4.6334
H 8.2365 -2.1211 -6.0217
H 6.6710 -1.5342 -5.5884
H 9.2731 -0.7859 -4.1802
H 6.9228 0.5873 -5.6286
H 8.4924 1.3817 -5.1039
C -6.4883 -9.8869 2.9827
C -5.2832 -9.6055 2.0443
C -4.0061 -9.7253 2.7523
O -3.2555 -10.5274 1.9812
C -4.0405 -11.1683 1.0679
O -3.6535 -12.0473 0.2918
O -5.3237 -10.6332 1.1245
H -7.3700 -9.8188 2.3456
H -6.4977 -9.1251 3.7622
H -6.2573 -10.8090 3.5161
H -5.4129 -8.7064 1.4419
H -4.0932 -10.2563 3.7002
H -3.5366 -8.7451 2.8356
C -1.4518 -4.2473 7.9230
C -1.0931 -3.0274 7.1053
C -1.0475 -1.6898 7.8553
O 0.2799 -1.2559 7.8597
C 1.1188 -2.1956 7.3434
O 2.3096 -2.2524 7.4363
O 0.3322 -3.1194 6.7095
H -0.6048 -4.7066 8.4326
H -1.9475 -5.0421 7.3657
H -2.1515 -3.9292 8.6959
H -1.7159 -2.9993 6.2111
H -1.2556 -1.8882 8.9067
H -1.8770 -1.1180 7.4393
C 5.6695 10.0770 -3.0633
C 5.1869 9.7816 -4.5114
C 6.3172 9.4350 -5.4618
O 5.8670 8.1449 -5.8992
C 4.7655 7.6929 -5.2968
O 4.2781 6.6053 -5.4571
O 4.2828 8.7463 -4.5983
H 6.2313 9.2782 -2.5791
H 4.9499 10.4869 -2.3545
H 6.4382 10.7803 -3.3834
H 4.7334 10.7322 -4.7925
H 7.1792 9.3571 -4.7992
H 6.4117 10.2789 -6.1451
C -5.6656 -0.8738 -7.4642
C -6.8488 -0.6456 -6.4744
C -6.5792 0.1536 -5.2651
O -7.2636 1.3958 -5.3879
C -7.9319 1.3855 -6.5194
O -8.9070 2.0144 -6.8341
O -7.8066 0.2358 -7.0540
H -5.3312 0.0061 -8.0136
H -5.9117 -1.6724 -8.1641
H -4.7785 -1.1532 -6.8956
H -7.3945 -1.5771 -6.3240
H -5.5207 0.4110 -5.3011
H -6.7861 -0.4350 -4.3713
C -4.7080 -9.7377 -5.7622
C -3.5873 -8.8163 -5.3609
C -2.1567 -9.2118 -5.1687
O -1.2439 -8.4565 -5.9468
C -2.0819 -7.6469 -6.6578
O -1.7759 -6.8819 -7.5663
O -3.3589 -7.8301 -6.3133
H -4.3056 -10.4840 -6.4472
H -5.4832 -9.3595 -6.4286
H -5.0626 -10.3623 -4.9423
H -3.9121 -8.1888 -4.5310
H -2.0208 -10.2816 -5.3269
H -1.8626 -8.8725 -4.1755
C 0.1520 2.2541 1.2303
C -0.5225 1.5187 0.0833
C 0.2495 0.9765 -1.0295
O -0.0097 -0.4041 -0.9412
C -0.9617 -0.6970 -0.1292
O -1.4825 -1.8303 0.0515
O -1.2285 0.4557 0.5597
H 0.6955 3.1481 0.9245
H 0.9269 1.6975 1.7575
H -0.5266 2.6801 1.9693
H -1.0986 2.3458 -0.3315
H 1.3115 1.0400 -0.7923
H -0.0732 1.5336 -1.9091
C 8.0662 5.1056 5.7476
C 9.2817 5.9599 6.0766
C 10.4054 5.8891 5.0710
O 10.9017 7.1694 5.0158
C 9.9920 8.0275 5.5314
O 10.1289 9.2761 5.5255
O 8.9596 7.3522 6.1465
H 8.2299 4.1267 5.2971
H 7.2611 5.6237 5.2265
H 7.5150 4.9437 6.6740
H 9.6830 5.7220 7.0617
H 10.1572 5.5149 4.0778
H 11.2655 5.2687 5.3230
*
```


(3)
Below is a cluster of 9 separate species, C36H54O27 in total, with properties calculated with ωB97M-V/def2-TZVPD.

## Properties
HOMO-LUMO gap	0.3855	hartree
HOMO level	-10.480	eV
SMILES	C[C@H]1COC(=O)O1.C[C@H]1COC(=O)O1.C[C@H]1COC(=O)O1.C[C@H]1COC(=O)O1.C[C@H]1COC(=O)O1.C[C@H]1COC(=O)O1.C[C@H]1COC(=O)O1.C[C@H]1COC(=O)O1.C[C@H]1COC(=O)O1

```
! wB97M-V def2-TZVPD RIJCOSX def2/J DEFGRID3
* xyz 0 1
C 6.6602 3.3214 -3.5107
C 5.4761 2.4979 -3.3691
C 4.1763 2.8911 -4.0510
O 3.7247 1.6086 -4.5492
C 4.6780 0.6749 -4.4765
O 4.5489 -0.5051 -4.8702
O 5.7322 1.2534 -3.7598
H 6.6609 4.1281 -2.7777
H 6.6441 3.8886 -4.4413
H 7.5532 2.7638 -3.2283
H 5.4218 2.3413 -2.2918
H 4.4606 3.5675 -4.8570
H 3.4018 3.4007 -3.4778
C -1.2432 8.9659 -0.2420
C -1.8937 10.3932 -0.2167
C -1.6017 11.2024 -1.4740
O -2.7777 11.1004 -2.1259
C -3.8136 10.7218 -1.4021
O -4.9688 10.5722 -1.7811
O -3.3247 10.2522 -0.2844
H -1.2814 8.5775 -1.2598
H -1.7556 8.2217 0.3677
H -0.2473 8.9269 0.1993
H -1.6711 10.9717 0.6799
H -0.8319 10.7186 -2.0751
H -1.3525 12.2470 -1.2873
C -1.2392 -8.7409 -4.5165
C -1.9054 -10.1546 -4.3421
C -3.2667 -10.2851 -3.7560
O -3.9476 -11.3400 -4.4949
C -3.1177 -11.7022 -5.4131
O -3.2349 -12.7370 -6.1133
O -2.0630 -10.8256 -5.6811
H -1.9830 -8.0705 -4.9473
H -0.4053 -9.0044 -5.1670
H -0.8668 -8.3270 -3.5794
H -1.1246 -10.7290 -3.8437
H -3.8209 -9.3474 -3.7969
H -3.2202 -10.6451 -2.7282
C 4.6482 8.6546 -0.8450
C 5.5834 9.5781 -0.0920
C 5.0183 10.4412 1.0158
O 5.7950 10.1412 2.1560
C 6.7257 9.2212 1.8841
O 7.5629 8.7533 2.6804
O 6.5619 8.7823 0.6197
H 3.9366 9.0420 -1.5741
H 4.1918 7.8428 -0.2787
H 5.2671 7.9912 -1.4492
H 6.1187 10.1540 -0.8469
H 3.9323 10.4497 1.1097
H 5.1958 11.4813 0.7426
C 6.2682 3.5479 4.0422
C 4.6973 3.6960 4.1648
C 4.1200 3.2504 5.4611
O 3.1391 4.2057 5.7589
C 3.3800 5.2836 5.0087
O 2.7876 6.3468 4.9212
O 4.4261 5.0902 4.1511
H 6.7698 4.2376 4.7211
H 6.6096 3.5376 3.0071
H 6.5459 2.5259 4.3001
H 4.1952 3.2874 3.2878
H 4.8045 2.9943 6.2698
H 3.5236 2.3436 5.3610
C -6.7241 -8.8636 -8.2094
C -7.6973 -7.8421 -7.6286
C -8.3295 -8.1083 -6.3143
O -7.4382 -7.3931 -5.3710
C -6.6622 -6.5787 -6.0218
O -5.9697 -5.7362 -5.5753
O -6.9125 -6.7044 -7.3434
H -5.9083 -9.1894 -7.5641
H -6.5834 -8.7231 -9.2811
H -7.2265 -9.8306 -8.1850
H -8.4287 -7.6207 -8.4059
H -8.2744 -9.1529 -6.0078
H -9.3482 -7.7399 -6.1930
C -0.9311 -6.8086 4.7439
C 0.4756 -6.5319 4.9755
C 1.2259 -6.2334 3.7017
O 1.7561 -4.9074 4.0020
C 1.3195 -4.4744 5.1754
O 1.6665 -3.3826 5.6495
O 0.5977 -5.4017 5.7753
H -1.4967 -6.0405 4.2164
H -1.4350 -7.2556 5.6008
H -0.8498 -7.5454 3.9448
H 1.0265 -7.3641 5.4138
H 0.6054 -6.2358 2.8055
H 2.0786 -6.9010 3.5784
C -0.4704 -1.7576 -1.8651
C -0.5064 -0.6415 -0.7351
C 0.6461 -0.6115 0.2504
O 1.0089 0.7405 0.2774
C 0.3275 1.4738 -0.4967
O 0.3524 2.6928 -0.5326
O -0.4255 0.6089 -1.2942
H -0.0463 -2.6846 -1.4792
H 0.1759 -1.4226 -2.6763
H -1.4031 -1.9714 -2.3872
H -1.4863 -0.5834 -0.2613
H 1.3815 -1.2533 -0.2348
H 0.3486 -0.9938 1.2268
C -3.1422 -1.6549 8.6656
C -4.0281 -1.7591 7.3842
C -5.2861 -1.0700 7.5289
O -5.6410 -0.7402 6.1291
C -4.4390 -0.5793 5.5236
O -4.3438 -0.0328 4.4139
O -3.4419 -0.9127 6.3763
H -3.3489 -0.8255 9.3419
H -2.0698 -1.7230 8.4828
H -3.4056 -2.6024 9.1356
H -4.0407 -2.7932 7.0397
H -5.2088 -0.2181 8.2043
H -6.0282 -1.7948 7.8636
*
```


(4)
Below is a structure of composition C36H55Br2Ge2MoN3O2S, with properties calculated with ωB97M-V/def2-TZVPD.

## Properties
HOMO-LUMO gap (alpha / beta)	0.2324 / 0.1956	hartree
HOMO level (alpha / beta)	-13.139 / -13.111	eV

```
! wB97M-V def2-TZVPD RIJCOSX def2/J DEFGRID3
* xyz 2 3
Mo 0.1239 -0.1946 0.7425
C -0.1798 -0.8834 5.4515
C -0.0499 0.2086 4.3882
Ge 1.3397 -0.1797 3.0382
C 2.7968 1.1344 3.0370
C 3.2992 1.4152 4.4559
C 2.0170 -1.9908 3.3086
C 2.0375 -2.9808 2.4143
Ge 1.4515 -2.6836 0.5786
C -0.0538 -3.7747 -0.0336
C 0.3953 -4.9336 -0.9335
C 2.7165 -2.1221 -0.8155
C 3.7626 -3.1973 -1.1334
C 2.4190 -4.3755 2.7151
C 2.9919 -5.1657 1.7191
C 3.3582 -6.4796 1.9684
C 3.1461 -7.0243 3.2249
C 2.5607 -6.2531 4.2235
C 2.1934 -4.9435 3.9718
H -0.9968 -0.6657 6.1397
H 0.7313 -0.9694 6.0452
H -0.3703 -1.8625 5.0059
H 0.2073 1.1637 4.8515
H -1.0072 0.3610 3.8846
H 2.4650 2.0588 2.5583
H 3.5988 0.7277 2.4167
H 2.5480 1.9330 5.0538
H 4.1901 2.0435 4.4363
H 3.5664 0.4962 4.9814
H 2.3746 -2.2244 4.3120
H -0.7386 -3.1282 -0.5882
H -0.5778 -4.1386 0.8516
H 0.8977 -4.5703 -1.8313
H -0.4748 -5.5052 -1.2568
H 1.0639 -5.6182 -0.4144
H 3.2010 -1.2052 -0.4902
H 2.1143 -1.8841 -1.6951
H 4.4076 -3.3956 -0.2763
H 4.3987 -2.8440 -1.9460
H 3.3149 -4.1375 -1.4564
H 3.1997 -4.7449 0.7350
H 3.8164 -7.0710 1.1869
H 3.4312 -8.0477 3.4276
H 2.3818 -6.6809 5.2008
H 1.7081 -4.3676 4.7498
C -2.6384 1.9207 1.5799
C -1.4285 2.6669 1.1196
C -1.4467 4.0767 1.1181
C -0.3661 4.7995 0.6970
C 0.7813 4.1198 0.2391
C 1.9701 4.7145 -0.2610
Br 2.1000 6.5865 -0.3692
C 3.0132 3.9457 -0.6914
C 2.9426 2.5367 -0.6520
Br 4.3928 1.5053 -1.2197
C 1.8102 1.9404 -0.1775
O 1.6084 0.6153 -0.0693
C 0.7315 2.7235 0.2713
N -0.3444 2.0092 0.7214
H -2.6495 1.8617 2.6710
H -2.6735 0.9221 1.1518
H -3.5372 2.4546 1.2749
H -2.3445 4.5729 1.4582
H -0.3858 5.8812 0.7027
H 3.9109 4.4125 -1.0726
C -2.3186 -1.8760 1.9802
O -1.2546 -1.1109 1.4452
H -3.0833 -1.1950 2.3481
H -1.9359 -2.4836 2.7970
H -2.7264 -2.4985 1.1877
C -5.9955 2.8567 -3.7619
C -4.8339 2.8918 -2.7743
C -4.6727 1.6028 -1.9692
C -4.3108 0.3805 -2.8054
N -3.0396 0.5485 -3.5111
C -1.8393 0.2755 -3.0199
S -1.6635 -0.4282 -1.4637
N -0.7580 0.5428 -3.7581
C -0.7636 1.0513 -5.1312
C -0.9850 2.5582 -5.2601
C 0.1780 3.4263 -4.7821
C 0.3589 3.4909 -3.2683
H -6.1047 3.8137 -4.2709
H -6.9359 2.6441 -3.2508
H -5.8615 2.0953 -4.5336
H -4.9761 3.7202 -2.0772
H -3.9004 3.1138 -3.3035
H -5.6045 1.3800 -1.4419
H -3.8989 1.7321 -1.2064
H -5.0645 0.1814 -3.5654
H -4.2324 -0.5072 -2.1796
H -3.0777 1.0193 -4.4005
H 0.1146 0.2389 -3.3551
H -1.5135 0.4977 -5.7036
H 0.2010 0.7879 -5.5647
H -1.8994 2.8595 -4.7378
H -1.1620 2.7572 -6.3192
H 0.0161 4.4388 -5.1559
H 1.1026 3.0792 -5.2529
H -0.5701 3.7945 -2.7762
H 1.1275 4.2234 -3.0113
H 0.6604 2.5327 -2.8428
*
```


Summary of E in eV
-93492.4417; -93485.0543; -93486.3531; -312584.2419
(order as listed above)
Summary of maximum force in eV/A
2.141; 6.088; 7.563; 1.903
(order as listed above)
Summary of ΔE to the lowest compared entry with this formula, charge and spin in kcal/mol
18.63; 188.99; 159.03; 0.00
(order as listed above)